No. 1
A cluster of 3 separate species, C42H60F3N3P in total in a non-equilibrium geometry. Source: the OMol25 dataset; level of theory: ωB97M-V/def2-TZVPD.

Computed properties:
**Gap between HOMO and LUMO**: 5.6 eV
**Charge**: +1
**Max |F|**: 6.666 eV/A
**E**: -2440.8153 a.u.
**HOMO**: -8.84 eV
**Lowest unoccupied orbital energy**: -3.28 eV
**Multiplicity**: 1

```
109
C42H60F3N3P (ωB97M-V/def2-TZVPD)
C 4.25395 0.29562 5.23363
C 3.80522 -0.36142 4.17123
C 3.83397 -1.07068 2.72255
C 4.52235 -2.45590 2.34448
C 5.30228 -3.40856 3.38632
C 4.33011 -4.51252 4.10912
C 2.76874 -4.11122 4.00521
F 2.03716 -5.09955 4.81266
N 4.28801 -2.65446 0.88271
C 4.77497 -3.87198 0.13124
C 3.71370 -4.45869 -0.93528
C 3.50725 -6.06060 -0.88214
C 3.53179 -1.49301 0.36247
C 3.06315 -1.20558 -1.14624
C 1.44385 -1.10222 -1.33891
C 1.05303 0.38169 -1.89910
C 0.67399 0.36745 -3.48701
C -0.90669 0.53869 -3.76270
C -1.85914 -0.36830 -2.81882
C -2.72880 0.64677 -1.86390
C -3.73525 -0.33095 -1.01325
C -5.04292 -0.56468 -1.94015
C -6.35058 -0.19782 -1.06035
C -7.09964 -1.53417 -0.53425
C -8.58140 -1.05204 -0.02232
N -9.25634 -2.12940 0.76221
C -10.18892 -1.61970 1.76718
C -10.84596 -2.83866 2.51646
C -10.13312 -4.07569 1.82978
C -9.13576 -3.58794 0.71769
N 3.22527 -0.54559 1.46052
P 2.28841 0.95682 1.27723
C 1.04010 1.03671 2.74498
C 3.35802 2.50917 1.46201
C 2.36632 3.80536 1.25029
H 4.50155 0.81217 6.24320
H 6.14354 -4.03814 2.87737
H 5.84872 -2.80928 4.22248
H 4.49004 -5.52132 3.54521
H 4.59954 -4.67006 5.22952
H 2.42831 -4.15101 2.88957
H 2.56684 -3.03664 4.39687
H 5.07244 -4.70543 0.89124
H 5.78672 -3.54655 -0.35302
H 2.69363 -3.94920 -0.74327
H 4.05483 -4.16962 -2.00992
H 2.35645 -6.23925 -0.80217
H 4.05115 -6.59551 -0.02343
H 3.81730 -6.60646 -1.86594
H 3.53931 -0.18213 -1.44545
H 3.43651 -1.96273 -1.92390
H 1.13456 -1.87873 -2.13506
H 0.86013 -1.21817 -0.33983
H 0.13188 0.75987 -1.29043
H 1.88028 1.17054 -1.72358
H 1.21855 1.25414 -4.00345
H 1.10981 -0.60047 -3.97479
H -1.21319 1.64689 -3.58297
H -1.15373 0.23691 -4.86313
H -1.26734 -1.08746 -2.11532
H -2.57775 -1.03324 -3.43384
H -3.32445 1.42487 -2.48595
H -2.07395 1.22330 -1.11377
H -3.16735 -1.33571 -0.90777
H -3.95536 0.05244 0.04689
H -5.04860 -1.63983 -2.37379
H -5.02225 0.13906 -2.87022
H -6.08930 0.49838 -0.18077
H -7.06391 0.40503 -1.75470
H -6.57347 -2.05012 0.34763
H -7.16993 -2.29928 -1.41008
H -9.15461 -0.70140 -0.95514
H -8.39190 -0.12446 0.63415
H -10.42437 -0.51522 2.00692
H -11.61040 -2.81271 3.36778
H -10.36298 -5.16396 2.14446
H -8.45418 -4.19736 0.03084
H 0.74694 -0.02273 3.12461
H 0.13742 1.63604 2.36589
H 1.56724 1.60349 3.59630
H 3.73768 2.58262 2.55699
H 4.22380 2.59933 0.71301
H 1.34432 3.50472 0.78982
H 2.82199 4.57779 0.50486
H 2.10873 4.31220 2.26532
F -2.36425 3.84153 -3.15690
C -3.28057 4.33138 -4.00799
C -4.42206 4.93800 -3.50524
C -5.36939 5.45017 -4.38718
C -5.16919 5.34001 -5.76212
C -4.02162 4.72440 -6.25585
C -3.06893 4.22205 -5.37423
H -4.56448 5.00709 -2.43264
H -6.26248 5.93369 -4.00441
H -5.91080 5.73589 -6.44956
H -3.86935 4.63588 -7.32691
H -2.16566 3.74772 -5.74098
F 6.06051 4.42813 0.31547
C 6.89396 4.32683 1.36228
C 7.34281 5.47889 1.99106
C 8.20316 5.37354 3.08020
C 8.61398 4.11711 3.52202
C 8.16168 2.96681 2.88087
C 7.29252 3.07095 1.79869
H 7.01941 6.44805 1.62845
H 8.55387 6.26867 3.58375
H 9.28879 4.03621 4.36902
H 8.48603 1.98926 3.22383
H 6.92374 2.18518 1.29367
```

=====

No. 2
A structure of composition C40H36NOP2Rh in a non-equilibrium geometry. Source: the OMol25 dataset; level of theory: ωB97M-V/def2-TZVPD.

Computed properties:
**Gap between HOMO and LUMO (spin up / spin down)**: 6.3 / 6.4 eV
**Charge**: +2
**Max |F|**: 2.742 eV/A
**E**: -2468.5608 a.u.
**HOMO (spin up / spin down)**: -13.69 / -13.66 eV
**Lowest unoccupied orbital energy (spin up / spin down)**: -7.40 / -7.24 eV
**Multiplicity**: 1

```
81
C40H36NOP2Rh (ωB97M-V/def2-TZVPD)
Rh -0.01588 0.21759 0.20878
O 2.19748 -0.78429 -1.22685
N 1.95310 -0.58798 0.12562
C 2.94144 -0.30927 0.88892
C 2.80988 -0.09539 2.34660
C 4.02758 -0.06362 3.01640
C 4.07790 0.06801 4.40241
C 2.90048 0.16569 5.11308
C 1.67710 0.13856 4.44510
C 1.60516 0.02426 3.06181
P -0.10088 -0.03240 2.40945
C -0.97124 1.39647 3.06564
C -2.36927 1.40846 3.00334
C -3.06613 2.55621 3.33732
C -2.37761 3.70242 3.71692
C -0.99226 3.70216 3.75670
C -0.28472 2.55477 3.42661
C -0.76913 -1.53816 3.10430
C -0.37506 -2.75916 2.55277
C -0.86039 -3.94153 3.08286
C -1.73293 -3.90892 4.16352
C -2.11445 -2.69786 4.72489
C -1.63402 -1.50730 4.19749
H 3.05910 -0.40775 -1.46982
H 3.95044 -0.28281 0.47703
H 4.94904 -0.15427 2.45842
H 5.03107 0.09019 4.91004
H 2.91492 0.27132 6.18873
H 0.76660 0.22086 5.02588
H -2.91781 0.52874 2.69245
H -4.14703 2.55339 3.30661
H -2.92752 4.59442 3.98288
H -0.45598 4.59320 4.05261
H 0.79606 2.57265 3.47036
H 0.30523 -2.79736 1.70844
H -0.55762 -4.88800 2.65770
H -2.11086 -4.83473 4.57526
H -2.77919 -2.67587 5.57634
H -1.92553 -0.56878 4.64761
C -5.04650 -0.05933 -2.13865
C -4.84227 -0.75275 -0.81735
C -5.90960 -1.48080 -0.30030
C -5.80522 -2.20304 0.87810
C -4.60696 -2.21969 1.57253
C -3.53436 -1.49480 1.08257
C -3.63576 -0.74770 -0.08717
P -2.19504 0.17188 -0.64617
C -1.87572 -0.23010 -2.37418
C -1.97268 0.76280 -3.35514
C -1.71634 0.46793 -4.68142
C -1.35804 -0.82978 -5.03073
C -1.25811 -1.81185 -4.06008
C -1.51078 -1.53641 -2.71885
C -1.41996 -2.64234 -1.70516
C -2.55104 1.95652 -0.55438
C -3.76553 2.51623 -0.23242
C -3.84073 3.87620 0.10180
C -2.69530 4.64639 0.15696
C -1.45889 4.07395 -0.13286
C -1.38407 2.73811 -0.51536
C -0.09781 2.12206 -0.80766
H -6.11036 0.05685 -2.33425
H -4.62083 -0.64581 -2.95470
H -4.59236 0.92732 -2.18919
H -6.84534 -1.48584 -0.84381
H -6.65712 -2.75960 1.24294
H -4.50239 -2.79566 2.48153
H -2.59353 -1.53439 1.60382
H -2.27204 1.76631 -3.08355
H -1.80259 1.23637 -5.43611
H -1.15765 -1.07771 -6.06375
H -0.98038 -2.81841 -4.34370
H -0.82945 -3.46732 -2.09675
H -2.41158 -3.02533 -1.45067
H -0.95887 -2.32092 -0.76294
H -4.65849 1.90660 -0.20058
H -4.79827 4.31612 0.34296
H -2.75330 5.68878 0.43478
H -0.55438 4.66546 -0.07967
H 0.77286 2.72752 -0.57347
H 0.01623 1.48831 -1.70197
```

=====

No. 3
A cluster of 2 separate species, C5H11O2 in total in a non-equilibrium geometry. Source: the OMol25 dataset; level of theory: ωB97M-V/def2-TZVPD.

Computed properties:
**Gap between HOMO and LUMO**: 7.3 eV
**Charge**: -1
**Max |F|**: 2.114 eV/A
**E**: -347.6325 a.u.
**HOMO**: -3.75 eV
**ΔE to the lowest compared entry with this formula, charge and spin**: 0.4681 eV
**Lowest unoccupied orbital energy**: 3.57 eV
**Multiplicity**: 1

```
18
C5H11O2 (ωB97M-V/def2-TZVPD)
C 0.57368 0.59452 -1.43637
C 1.17143 0.00578 -2.72162
C 1.57272 1.67296 -0.81210
O 2.78834 1.42255 -0.81597
O 0.96390 2.57082 -0.16491
H -0.35248 1.12650 -1.58869
H 0.46163 -0.14231 -0.63284
H 2.24645 -0.00041 -2.52356
H 1.02467 0.77650 -3.48847
H 0.81753 -0.98000 -3.00630
C -0.95508 -0.33092 2.38280
C -1.86291 -1.47378 1.90490
H -0.88908 -0.22705 3.46588
H 0.08295 -0.32634 2.03921
H -1.32085 0.59183 1.92131
H -1.32907 -2.42487 1.83755
H -2.36546 -1.26440 0.96589
H -2.62838 -1.59138 2.67329
```

=====

No. 4
A cluster of 2 separate species, C20H30N3O3S in total in a non-equilibrium geometry. Source: the OMol25 dataset; level of theory: ωB97M-V/def2-TZVPD.

Computed properties:
**Gap between HOMO and LUMO**: 3.9 eV
**Charge**: +1
**Max |F|**: 4.611 eV/A
**E**: -1567.8492 a.u.
**HOMO**: -10.45 eV
**ΔE to the lowest compared entry with this formula, charge and spin**: 0.0000 eV
**Lowest unoccupied orbital energy**: -6.54 eV
**Multiplicity**: 1

```
57
C20H30N3O3S (ωB97M-V/def2-TZVPD)
O -1.02396 -4.46304 2.46598
C -0.67791 -4.08930 3.53499
N 0.06324 -4.76081 4.47498
C 0.36505 -6.15700 4.09647
C 1.31054 -6.25082 2.89361
C 2.42915 -5.20595 2.89656
C 2.66405 -4.49316 1.58233
C 2.32445 -5.03314 0.34299
C 2.52885 -4.34795 -0.85175
C 3.09814 -3.07689 -0.81955
C 3.46267 -2.53257 0.40664
C 3.25753 -3.22649 1.59408
O -1.04689 -2.80541 3.97377
N -0.00395 -1.91348 3.58490
C -0.41467 -0.95717 2.95093
S -0.95041 0.23794 2.12470
H -0.49878 -4.77475 5.32228
H -0.55307 -6.68880 3.85594
H 0.85424 -6.61373 4.95017
H 1.73668 -7.25046 2.88620
H 0.70366 -6.18869 1.99914
H 3.36848 -5.68396 3.17373
H 2.25463 -4.43855 3.64462
H 1.87237 -6.01265 0.30114
H 2.24340 -4.79895 -1.78772
H 3.24238 -2.54649 -1.74888
H 3.91895 -1.55264 0.44164
H 3.55812 -2.78038 2.53033
C -0.87753 6.82716 -1.96675
C -1.38018 5.39726 -1.78137
C -2.76676 5.22233 -2.41686
C -3.26034 3.77597 -2.41254
C -2.25605 2.83164 -3.07556
C -0.81930 2.93684 -2.53502
N -0.44369 4.40480 -2.44741
O -0.01486 4.81676 -3.47307
C -0.69735 2.25236 -1.15915
C 0.13957 2.18477 -3.45499
C -1.45143 5.17799 -0.25577
H -0.85043 7.13496 -3.01126
H -1.54910 7.50474 -1.44799
H 0.12064 6.95063 -1.54488
H -2.73961 5.58734 -3.44918
H -3.46392 5.86187 -1.87746
H -3.47522 3.44690 -1.39422
H -4.20566 3.72171 -2.95342
H -2.57845 1.79881 -2.95250
H -2.24439 3.03256 -4.15165
H 0.25979 2.47641 -0.68671
H -0.75403 1.17371 -1.27960
H -1.49098 2.51931 -0.46576
H 0.05421 2.49693 -4.49521
H -0.09530 1.12523 -3.41523
H 1.17608 2.31492 -3.14136
H -1.88905 6.05502 0.21333
H -0.45904 5.03847 0.17359
H -2.07454 4.33791 0.03776
```

=====

No. 5
The molecule C3H3ClS2 in a non-equilibrium geometry. Source: the OMol25 dataset; level of theory: ωB97M-V/def2-TZVPD.

Computed properties:
**Gap between HOMO and LUMO**: 8.7 eV
**Max |F|**: 3.889 eV/A
**E**: -1372.6352 a.u.
**HOMO**: -8.13 eV
**SMILES**: ClC1=CSCS1
**ΔE to the lowest compared entry with this formula, charge and spin**: 0.4196 eV
**Lowest unoccupied orbital energy**: 0.60 eV
**Multiplicity**: 1

```
9
C3H3ClS2 (ωB97M-V/def2-TZVPD)
Cl -2.61535 2.35254 -1.21092
C -1.43414 1.33480 -0.55492
C -0.76027 1.46651 0.57957
S 0.33504 0.22824 1.01385
C 0.57562 -0.41437 -0.66116
S -1.08719 -0.20026 -1.48644
H -0.93845 2.27478 1.40630
H 1.11953 0.33429 -1.20457
H 0.67432 -1.44670 -0.77974
```

=====

No. 6
A cluster of 7 separate species, C19H37O21 in total in a non-equilibrium geometry. Source: the OMol25 dataset; level of theory: ωB97M-V/def2-TZVPD.

Computed properties:
**Gap between HOMO and LUMO**: 5.0 eV
**Charge**: -1
**Max |F|**: 6.201 eV/A
**E**: -2326.1538 a.u.
**HOMO**: -2.93 eV
**ΔE to the lowest compared entry with this formula, charge and spin**: 4.6039 eV
**Lowest unoccupied orbital energy**: 2.07 eV
**Multiplicity**: 1

```
77
C19H37O21 (ωB97M-V/def2-TZVPD)
O 0.44851 -0.45701 -2.76177
C 1.41981 0.38354 -2.35419
O 2.54005 0.40013 -2.80340
O 1.24159 1.26453 -1.44116
H 0.83484 -0.99313 -3.45814
C 0.25325 -6.56231 1.02295
O 0.30019 -6.46033 2.39045
C 0.65764 -7.52397 3.15328
O 0.86534 -8.71266 2.73040
O 0.89922 -7.03268 4.42839
C 1.35126 -7.92025 5.45259
H 0.66692 -5.65781 0.57702
H -0.77930 -6.72322 0.71303
H 0.83343 -7.40923 0.65661
H 2.17667 -8.45796 4.98603
H 0.52199 -8.61673 5.57636
H 1.68576 -7.37431 6.33472
C -4.60612 -1.10799 2.15758
O -5.58250 -1.54909 3.06018
C -6.10983 -0.63478 3.84222
O -5.79957 0.56567 3.89068
O -6.98291 -1.21185 4.53492
C -7.60389 -0.46281 5.55412
H -3.79651 -0.85974 2.84385
H -4.95067 -0.28361 1.53325
H -4.25607 -1.89142 1.48542
H -7.04792 0.15149 6.26238
H -8.34767 -0.91554 6.20982
H -8.12594 0.38152 5.10393
C 4.30097 -0.21913 3.52203
O 5.67536 -0.17345 3.92506
C 6.51093 0.86266 3.63041
O 6.21266 1.83819 2.91090
O 7.71183 0.49584 4.12202
C 8.70542 1.47598 4.29042
H 4.12678 -0.57325 2.50598
H 3.78153 0.73448 3.61642
H 3.77134 -0.96973 4.10872
H 8.75655 1.86912 3.27507
H 9.70076 1.07910 4.49013
H 8.50252 2.28819 4.98845
C -0.14544 5.07234 3.61608
O 0.71161 5.55367 4.65208
C 1.97513 5.90456 4.41579
O 2.44536 5.99095 3.23150
O 2.61904 6.06236 5.59233
C 3.96054 6.42026 5.67782
H -0.17475 5.78365 2.79068
H -1.19172 4.95325 3.89755
H 0.19961 4.12390 3.20438
H 4.13704 7.08635 6.52237
H 4.21632 7.03528 4.81502
H 4.59243 5.53669 5.76792
C 0.17705 -0.18628 -8.03920
O 1.44423 -0.48774 -8.55913
C 2.21020 -1.42993 -7.98044
O 1.86267 -2.18707 -7.05301
O 3.31702 -1.57170 -8.67693
C 4.37068 -2.34980 -8.01976
H 0.25532 0.87604 -7.80801
H -0.05814 -0.89838 -7.24819
H -0.63030 -0.35229 -8.75244
H 4.02896 -3.29950 -7.60819
H 4.97289 -1.74847 -7.33868
H 5.04091 -2.50237 -8.86570
C -4.48464 3.49417 -4.53985
O -5.13311 2.49055 -5.27097
C -5.80874 2.92159 -6.34112
O -5.69120 3.94920 -6.98018
O -6.65258 1.92332 -6.71141
C -7.43776 1.92417 -7.90805
H -4.59021 4.55432 -4.77017
H -3.41657 3.28470 -4.59880
H -4.63643 3.31108 -3.47612
H -7.84374 0.92438 -8.06197
H -6.84337 2.16515 -8.78937
H -8.26229 2.63498 -7.85323
```

=====

No. 7
A structure of composition C16H32NO2P2SiTi in a non-equilibrium geometry. Source: the OMol25 dataset; level of theory: ωB97M-V/def2-TZVPD.

Computed properties:
**Gap between HOMO and LUMO (spin up / spin down)**: 7.4 / 7.7 eV
**Charge**: +2
**Max |F|**: 2.835 eV/A
**E**: -2655.2278 a.u.
**HOMO (spin up / spin down)**: -14.37 / -14.45 eV
**Lowest unoccupied orbital energy (spin up / spin down)**: -7.00 / -6.78 eV
**Multiplicity**: 2

```
55
C16H32NO2P2SiTi (ωB97M-V/def2-TZVPD)
Ti -0.32181 -0.93999 0.36526
P -0.82492 0.89036 1.93824
C -2.51515 0.07452 2.14160
C -3.14819 -0.35393 0.84443
N -2.31798 -0.70818 -0.16885
C -2.79387 -0.97291 -1.41185
C -4.15899 -0.94560 -1.62762
C -5.04428 -0.79039 -0.57772
C -4.50744 -0.48180 0.65517
C -1.78115 -1.28806 -2.48922
P -0.07706 -1.68228 -1.90394
H -5.17517 -0.26692 1.47640
H -4.52748 -1.13613 -2.63098
H -6.11682 -0.88442 -0.73426
H -2.11050 -2.17158 -3.05251
H -1.69180 -0.42005 -3.15809
H -2.35267 -0.78958 2.81177
H -3.10322 0.83840 2.66219
H 0.37143 -4.50920 2.01458
O -0.46956 -3.99363 2.07977
H -0.90694 -4.12929 2.94017
H 2.57624 -3.83132 0.55694
O 1.78053 -4.36173 0.34603
H 2.09257 -5.24657 0.08468
C -0.28197 -3.47618 -1.76174
H -0.58816 -3.84145 -2.75407
H 0.63986 -3.96312 -1.40224
H -1.08596 -3.67024 -1.03326
C 0.99537 -1.29979 -3.29548
H 2.03598 -1.55127 -3.02894
H 0.71130 -1.87632 -4.19015
H 0.90527 -0.22376 -3.52097
C -1.34191 2.58233 1.54702
H -1.91588 3.00484 2.39128
H -0.43995 3.19594 1.38158
H -1.97539 2.56455 0.64291
C -0.10371 0.97904 3.59590
H 0.90539 1.41779 3.50027
H -0.70147 1.62360 4.26064
H -0.06210 -0.04016 4.01190
C 2.93078 4.02662 1.09547
Si 3.01604 2.71878 -0.23665
C 3.24109 3.50716 -1.91245
C 4.55996 1.73601 0.13437
C 1.54167 1.58291 -0.21228
C 0.79291 0.58121 -0.35922
H 3.81847 4.67765 1.04153
H 2.92328 3.57772 2.09960
H 2.04250 4.66943 1.01851
H 4.11279 4.18128 -1.91263
H 3.41662 2.74521 -2.68653
H 2.36231 4.09182 -2.22199
H 4.50162 1.26472 1.12759
H 4.71218 0.93201 -0.60163
H 5.45536 2.38192 0.11953
```